Model w:
Here is a gas-phase ion, C4H6NO3 (charge -1) from the OMol25 dataset. Energies are from the ωB97M-V functional and the def2-TZVPD basis.

ORCA input file:
```
! wB97M-V def2-TZVPD RIJCOSX def2/J DEFGRID3
* xyz -1 1
C 1.07 1.92 -1.67
C 0.25 0.66 -1.64
N -0.27 0.05 -0.52
C 0.15 0.35 0.85
C -0.31 -0.91 1.75
O -1.10 -1.67 1.22
O 0.10 -0.92 2.89
O -0.13 0.09 -2.70
H 0.40 2.81 -1.88
H 1.55 2.06 -0.67
H 1.87 1.91 -2.38
H -0.92 -0.75 -0.62
H -0.26 1.24 1.22
H 1.31 0.33 0.93
*
```

Properties
Kohn-Sham gap	0.2985	hartree
HOMO energy	-4.5	eV
lowest unoccupied orbital energy	3.7	eV
SMILES	CC(=O)NCC(=O)[O-]

Per-atom Mulliken charges, elementary charge units: C -0.846; C 0.581; N -0.053; C -0.460; C 0.509; O -0.722; O -0.720; O -0.726; H 0.182; H 0.294; H 0.309; H 0.252; H 0.207; H 0.194

Model x:
Here is a gas-phase ion, C4H6NO3 (charge -1) from the OMol25 dataset. Energies are from the ωB97M-V functional and the def2-TZVPD basis.

ORCA input file:
```
! wB97M-V def2-TZVPD RIJCOSX def2/J DEFGRID3
* xyz -1 1
O 0.53 -1.82 -2.22
C -0.07 -1.15 -1.40
C 0.67 -0.01 -0.74
C 1.43 -0.55 0.49
N -0.30 1.06 -0.39
C -0.88 0.89 1.05
O -1.52 -0.12 1.32
O -0.53 1.88 1.72
H -1.03 -1.42 -0.93
H 1.49 0.27 -1.41
H 2.03 0.21 0.95
H 0.75 -1.12 1.16
H 2.06 -1.33 0.05
H -0.04 2.02 -0.50
*
```

Properties
Kohn-Sham gap	0.2896	hartree
HOMO energy	-3.9	eV
lowest unoccupied orbital energy	4.0	eV
SMILES	C[C@@H](C=O)NC(=O)[O-]

Per-atom Mulliken charges, elementary charge units: O -0.546; C -0.181; C 0.434; C -1.466; N -0.513; C 0.590; O -0.668; O -0.742; H 0.335; H 0.350; H 0.329; H 0.360; H 0.441; H 0.276

Model y:
Here is 2 unconnected molecules or ions with the total composition C4H6NO3 from the OMol25 dataset. Energies are from the ωB97M-V functional and the def2-TZVPD basis.

ORCA input file:
```
! wB97M-V def2-TZVPD RIJCOSX def2/J DEFGRID3
* xyz -1 1
C 1.60 -0.64 0.97
C -0.84 -1.02 -0.32
C -1.21 -0.55 1.04
C 0.18 -0.39 0.42
N 0.34 2.20 -1.70
O 1.49 -1.68 1.65
O 2.45 0.21 0.78
O -0.60 1.75 -0.69
H -0.77 -2.15 -0.35
H -1.30 -0.69 -1.24
H -1.85 0.30 1.07
H -1.33 -1.28 1.76
H 0.67 1.36 -2.29
H 1.17 2.56 -1.10
*
```

Properties
Kohn-Sham gap (alpha / beta)	0.3255 / 0.2405	hartree
HOMO energy (alpha / beta)	-4.8 / -3.1	eV
lowest unoccupied orbital energy (alpha / beta)	4.0 / 3.4	eV

Per-atom Mulliken charges, elementary charge units: C 0.390; C -0.349; C -0.661; C 0.343; N -0.458; O -0.675; O -0.673; O -0.384; H 0.227; H 0.226; H 0.184; H 0.321; H 0.232; H 0.278

Most favorable structure: model w. The second most favorable one is 16.4 kcal/mol above it.

Model w:
Here is 3 unconnected molecules or ions with the total composition C3H11O3 from the OMol25 dataset. Energies are from the ωB97M-V functional and the def2-TZVPD basis.

ORCA input file:
```
! wB97M-V def2-TZVPD RIJCOSX def2/J DEFGRID3
* xyz -1 1
C -0.52 0.46 0.02
O 0.91 0.86 -0.25
C -0.46 -1.11 -0.04
C -1.81 -1.75 0.08
H -1.15 0.89 -0.78
H -0.94 0.75 1.01
H 0.16 -1.34 0.72
H 0.00 -1.35 -0.91
H -1.72 -2.85 0.20
H -2.22 -1.68 -0.92
H -2.47 -1.35 0.82
H 3.67 -0.14 0.38
H 2.14 0.03 0.26
O 2.84 -0.63 0.54
H 0.47 3.71 -0.84
H 0.85 2.27 -0.22
O 0.26 3.20 -0.08
*
```

Properties
Kohn-Sham gap	0.2937	hartree
HOMO energy	-3.9	eV
lowest unoccupied orbital energy	4.1	eV

Per-atom Mulliken charges, elementary charge units: C -0.355; O -0.937; C -0.563; C -1.187; H 0.255; H 0.231; H 0.365; H 0.358; H 0.323; H 0.300; H 0.340; H 0.256; H 0.463; O -0.704; H 0.232; H 0.380; O -0.756

Model x:
Here is a molecular structure, C3H11O3 from the OMol25 dataset. Energies are from the ωB97M-V functional and the def2-TZVPD basis.

ORCA input file:
```
! wB97M-V def2-TZVPD RIJCOSX def2/J DEFGRID3
* xyz -1 1
C 0.36 -0.02 -0.34
O 1.14 -0.49 0.71
C -1.06 0.48 0.08
C -1.73 1.13 -1.10
H 0.24 -0.88 -1.03
H 0.91 0.77 -0.88
H -0.75 1.19 0.85
H -1.52 -0.38 0.57
H -2.81 1.16 -0.96
H -1.67 0.64 -2.08
H -1.24 2.09 -1.24
H -1.03 -2.49 1.09
H 0.45 -2.06 1.02
O -0.14 -2.86 1.12
H 2.15 0.12 0.81
H 3.46 1.05 1.10
O 3.25 0.56 0.29
*
```

Properties
Kohn-Sham gap	0.2912	hartree
HOMO energy	-4.1	eV
lowest unoccupied orbital energy	3.9	eV

Per-atom Mulliken charges, elementary charge units: C -0.543; O -0.743; C -0.094; C -1.106; H 0.256; H 0.405; H 0.169; H 0.108; H 0.331; H 0.305; H 0.309; H 0.277; H 0.417; O -0.687; H 0.309; H 0.190; O -0.904

Model y:
Here is 3 unconnected molecules or ions with the total composition C3H11O3 from the OMol25 dataset. Energies are from the ωB97M-V functional and the def2-TZVPD basis.

ORCA input file:
```
! wB97M-V def2-TZVPD RIJCOSX def2/J DEFGRID3
* xyz -1 1
C 0.08 -0.32 -0.32
O -1.15 0.26 -0.50
C 0.59 -0.12 1.16
C 1.94 -0.74 1.41
H 0.82 0.09 -1.01
H 0.12 -1.42 -0.43
H -0.22 -0.55 1.74
H 0.54 0.98 1.26
H 2.31 -0.55 2.41
H 2.75 -0.36 0.77
H 1.89 -1.78 1.18
H -1.45 3.14 0.00
H -0.90 1.79 -0.52
O -0.71 2.81 -0.51
H -1.75 -0.63 -1.71
H -2.88 -1.20 -2.62
O -2.00 -1.42 -2.30
*
```

Properties
Kohn-Sham gap	0.2945	hartree
HOMO energy	-3.8	eV
lowest unoccupied orbital energy	4.2	eV

Per-atom Mulliken charges, elementary charge units: C -0.689; O -0.997; C -0.169; C -1.171; H 0.242; H 0.383; H 0.215; H 0.256; H 0.338; H 0.290; H 0.333; H 0.266; H 0.422; O -0.733; H 0.453; H 0.269; O -0.708

Most favorable structure: model y. The second most favorable one is 15.2 kcal/mol above it.

Model w:
Here is 2 unconnected molecules or ions with the total composition C2H4N2O2S from the OMol25 dataset. Energies are from the ωB97M-V functional and the def2-TZVPD basis.

ORCA input file:
```
! wB97M-V def2-TZVPD RIJCOSX def2/J DEFGRID3
* xyz 0 1
C 0.99 -0.81 0.03
C -0.41 -0.98 0.34
H 0.65 2.07 -0.95
H 2.54 0.35 0.25
H -0.88 -1.65 1.30
H -3.22 0.82 -0.78
N 1.55 0.49 0.03
N -1.09 -0.07 -0.40
O 0.89 1.74 0.29
O 1.84 -1.71 -0.19
S -2.85 -0.24 0.08
*
```

Properties
Kohn-Sham gap	0.3404	hartree
HOMO energy	-9.5	eV
lowest unoccupied orbital energy	-0.3	eV

Per-atom Mulliken charges, elementary charge units: C 0.391; C 0.082; H 0.393; H 0.259; H 0.307; H 0.177; N -0.141; N -0.277; O -0.439; O -0.600; S -0.153

Model x:
Here is a single C2H4N2O2S molecule from the OMol25 dataset. Energies are from the ωB97M-V functional and the def2-TZVPD basis.

ORCA input file:
```
! wB97M-V def2-TZVPD RIJCOSX def2/J DEFGRID3
* xyz 0 1
C 1.50 0.79 -1.12
C -1.35 -0.74 0.02
N 1.92 0.93 -2.16
N -0.01 -0.63 0.67
O 1.79 0.75 1.35
O -0.18 1.82 0.40
S 0.75 0.78 0.46
H -1.82 0.15 0.28
H -1.38 -0.99 -1.09
H -1.94 -1.59 0.55
H 0.72 -1.26 0.64
*
```

Properties
Kohn-Sham gap	0.4469	hartree
HOMO energy	-11.6	eV
lowest unoccupied orbital energy	0.5	eV
SMILES	CNS(=O)(=O)C#N

Per-atom Mulliken charges, elementary charge units: C 0.240; C -0.698; N -0.311; N -0.304; O -0.557; O -0.574; S 1.064; H 0.354; H 0.269; H 0.261; H 0.256

Most favorable structure: model x. The second most favorable one is 73.3 kcal/mol above it.

Model w:
Here is 2 unconnected molecules or ions with the total composition C4H6N2O from the OMol25 dataset. Energies are from the ωB97M-V functional and the def2-TZVPD basis.

ORCA input file:
```
! wB97M-V def2-TZVPD RIJCOSX def2/J DEFGRID3
* xyz 0 3
C -1.50 1.68 0.02
C -1.16 0.92 0.91
C 0.28 -2.03 -1.14
C 0.53 -0.71 -0.44
N 1.56 0.94 0.80
N 1.29 0.25 -0.40
O 0.16 -1.81 0.28
H -1.55 2.35 -0.73
H 1.44 1.99 0.66
H -1.37 0.14 1.59
H -0.67 -2.45 -1.67
H 1.20 -2.65 -1.24
H 1.03 0.44 1.52
*
```

Properties
Kohn-Sham gap (alpha / beta)	0.2195 / 0.2788	hartree
HOMO energy (alpha / beta)	-4.9 / -9.7	eV
lowest unoccupied orbital energy (alpha / beta)	1.1 / -2.1	eV

Per-atom Mulliken charges, elementary charge units: C -0.296; C -0.571; C -0.282; C 0.218; N -0.302; N -0.332; O -0.355; H 0.423; H 0.317; H 0.428; H 0.204; H 0.171; H 0.376

Model x:
Here is a single C4H6N2O molecule from the OMol25 dataset. Energies are from the ωB97M-V functional and the def2-TZVPD basis.

ORCA input file:
```
! wB97M-V def2-TZVPD RIJCOSX def2/J DEFGRID3
* xyz 0 3
C -2.24 0.07 0.06
C -1.63 -0.84 0.77
C -0.14 0.55 -0.09
C 1.25 1.00 -0.53
N -1.30 0.98 -0.49
N -0.31 -0.57 0.69
O 0.73 -1.49 0.99
H -3.37 0.10 0.08
H -2.20 -1.71 1.11
H 1.93 1.66 0.11
H 1.82 0.08 -0.76
H 0.99 1.65 -1.42
H 0.67 -1.69 1.92
*
```

Properties
Kohn-Sham gap (alpha / beta)	0.1728 / 0.2776	hartree
HOMO energy (alpha / beta)	-3.9 / -9.8	eV
lowest unoccupied orbital energy (alpha / beta)	0.8 / -2.2	eV

Per-atom Mulliken charges, elementary charge units: C -0.247; C -0.271; C 0.494; C -0.902; N -0.668; N 0.148; O -0.415; H 0.329; H 0.381; H 0.241; H 0.288; H 0.273; H 0.348

Most favorable structure: model x. The second most favorable one is 77.1 kcal/mol above it.